{"formula": "C6H25NO8", "method": "wB97M-V/def2-TZVPD", "symbols": ["C", "C", "C", "C", "C", "N", "C", "O", "H", "H", "H", "H", "H", "H", "H", "H", "H", "H", "H", "O", "H", "H", "O", "H", "H", "O", "H", "H", "O", "H", "H", "O", "H", "H", "O", "H", "H", "O", "H", "H"], "xyz": [[1.033590, 2.776977, -2.124430], [1.435990, 1.788889, -1.152133], [2.145176, 2.040339, 0.022415], [2.547905, 0.880010, 0.875958], [1.294675, 0.204258, 1.416565], [0.521032, 0.779759, 2.598235], [1.808930, -1.184933, 1.919014], [1.922220, -2.174301, 1.225725], [1.795819, 3.202109, -2.817962], [0.257828, 2.321887, -2.833801], [0.651440, 3.652653, -1.599829], [1.153459, 0.560675, -1.176721], [2.911506, 2.857780, -0.026354], [3.155074, 0.186603, 0.297322], [3.179928, 1.197953, 1.761218], [0.648326, 0.003321, 0.633152], [1.106909, 1.343452, 3.292027], [-0.082250, 1.564915, 2.173616], [2.272205, -1.190306, 2.869553], [-0.559661, -1.427757, -1.496540], [-1.096284, -1.041160, -0.748685], [-0.922203, -1.743170, -2.279643], [2.189766, -2.314560, -2.165896], [2.793917, -2.905900, -2.541569], [1.812874, -2.600864, -1.266649], [-1.656189, -1.203641, 3.028740], [-2.221032, -0.415283, 2.819437], [-1.101230, -0.901052, 3.701089], [-2.234296, -3.588079, 0.095175], [-2.632778, -3.525298, -0.780772], [-1.829155, -2.797080, 0.477069], [-2.573082, -0.067672, -0.013836], [-2.340262, 0.005401, 0.948724], [-2.079264, 0.753342, -0.347860], [-3.254462, -2.087899, -2.612037], [-3.436164, -1.311684, -3.179237], [-2.994165, -1.513256, -1.820125], [-1.914186, 2.292787, 0.482738], [-1.051638, 2.755391, 0.270341], [-2.660276, 2.825409, 0.075985]], "forces_ev_per_a": [[-1.2, 0.5, -2.7], [1.4, -3.9, 4.4], [0.9, 0.1, -3.8], [0.1, 1.0, 1.7], [1.4, -1.9, 3.5], [0.2, 2.9, -1.2], [-0.1, 0.0, -2.6], [-0.5, 0.7, 0.3], [0.0, -0.6, 0.6], [0.8, 0.9, 1.1], [-0.4, 0.0, -0.2], [0.2, 3.7, -0.7], [-1.4, 0.1, 0.5], [-0.1, -0.2, 0.0], [-0.6, -0.2, -0.9], [-1.6, -0.3, -1.3], [-0.5, -1.2, -1.4], [1.0, -1.6, 0.9], [0.3, 0.1, 1.8], [2.2, 1.7, 3.6], [-0.2, -0.9, -2.0], [-1.8, -0.7, -1.6], [-2.3, 1.5, 2.3], [1.2, -1.7, -0.2], [1.1, 0.3, -2.1], [-2.6, 0.2, -2.1], [0.8, -1.2, 0.6], [1.6, 0.9, 1.5], [-0.1, -0.9, 0.7], [0.4, 0.8, 0.3], [-0.4, -0.1, -0.9], [1.4, 0.9, 0.5], [-0.5, -0.3, -1.3], [-1.2, -1.4, 0.7], [0.5, 2.6, 1.2], [-0.2, -0.9, -0.4], [-0.4, -1.6, -0.8], [0.5, 2.1, -0.9], [-1.5, -0.5, 0.2], [1.5, -0.7, 0.7]], "mulliken_charge": [-1.22, 0.62, -0.48, -0.84, 1.62, -0.58, -0.50, -0.44, 0.34, 0.28, 0.31, -0.11, 0.29, 0.38, 0.42, -0.85, 0.31, 0.17, 0.42, -0.46, 0.22, 0.26, -0.63, 0.26, 0.35, -0.60, 0.32, 0.28, -0.62, 0.32, 0.33, -0.63, 0.18, 0.46, -0.64, 0.30, 0.28, -0.69, 0.33, 0.28], "multiplicity": 1, "smiles": "C/C=C/C[C@H](N)C=O.O.O.O.O.O.O.O", "charge": 0, "mol_weight_g_mol": 239.3, "relative_energy_kcal_mol": 98.98, "gap_ev": 9.1, "total_energy_ha": -900.14387, "lumo_energy_ev": -0.2}